Record 1
C45H74BN9OS4SbZr as an isolated structure at a distorted geometry, computed with ωB97M-V/def2-TZVPD.

Positions of all 136 atoms, in Å:
Zr  -0.632  -0.925  0.684
C  -2.403  3.472  -1.752
C  -1.064  2.839  -1.876
C  0.036  3.446  -2.437
C  1.271  2.761  -2.474
N  1.367  1.526  -2.045
N  0.311  0.905  -1.561
B  0.433  -0.580  -1.231
N  -0.351  -1.382  -2.289
N  -0.591  -0.764  -3.422
C  -1.331  -1.317  -4.354
C  -1.857  -2.608  -4.173
C  -1.628  -3.272  -2.988
C  -2.154  -4.639  -2.744
C  -0.863  -2.601  -2.002
S  -0.588  -3.272  -0.430
C  -1.507  -0.498  -5.605
C  -0.150  -0.504  -6.326
C  -2.581  -1.056  -6.533
C  -1.861  0.937  -5.194
N  1.920  -1.002  -1.204
N  2.511  -1.240  -2.355
C  3.779  -1.571  -2.400
C  4.515  -1.766  -1.211
C  3.926  -1.514  0.002
C  4.614  -1.696  1.308
C  2.582  -1.067  -0.036
S  1.792  -0.564  1.406
C  4.430  -1.730  -3.751
C  5.713  -0.886  -3.783
C  3.467  -1.270  -4.845
C  4.786  -3.210  -3.955
C  -0.889  1.515  -1.412
S  -2.184  0.665  -0.653
C  2.490  3.357  -3.131
C  3.763  2.683  -2.618
C  2.313  3.056  -4.630
C  2.592  4.866  -2.891
H  -2.409  4.485  -2.137
H  -2.713  3.478  -0.707
H  -3.134  2.877  -2.300
H  -0.043  4.438  -2.849
H  -2.435  -3.079  -4.950
H  -2.858  -4.929  -3.519
H  -2.631  -4.702  -1.767
H  -1.325  -5.345  -2.745
H  0.111  -1.508  -6.654
H  0.628  -0.140  -5.660
H  -0.200  0.137  -7.201
H  -2.314  -2.037  -6.914
H  -2.684  -0.393  -7.385
H  -3.544  -1.110  -6.033
H  -1.087  1.342  -4.545
H  -2.814  0.954  -4.667
H  -1.948  1.559  -6.080
H  5.534  -2.108  -1.255
H  5.655  -1.974  1.175
H  4.112  -2.478  1.878
H  4.565  -0.778  1.892
H  5.504  0.146  -3.506
H  6.126  -0.892  -4.788
H  6.471  -1.285  -3.113
H  3.161  -0.243  -4.663
H  2.582  -1.899  -4.857
H  3.949  -1.325  -5.816
H  5.505  -3.555  -3.215
H  5.230  -3.347  -4.937
H  3.894  -3.831  -3.897
H  3.714  1.610  -2.780
H  3.898  2.875  -1.556
H  4.623  3.083  -3.148
H  2.308  1.981  -4.794
H  3.135  3.486  -5.193
H  1.385  3.475  -5.011
H  2.566  5.093  -1.826
H  1.805  5.424  -3.392
H  3.540  5.224  -3.284
C  -2.619  3.996  6.119
C  -2.371  3.859  4.663
C  -2.814  4.785  3.716
C  -2.571  4.515  2.378
N  -1.946  3.406  1.988
C  -1.561  2.600  2.945
S  -0.730  1.129  2.496
N  -1.721  2.763  4.255
H  -2.623  5.041  6.417
H  -1.877  3.440  6.691
H  -3.607  3.594  6.353
H  -3.331  5.673  4.038
H  -2.875  5.185  1.585
C  -4.823  -1.126  0.365
N  -4.474  -2.401  0.955
C  -5.493  -3.429  0.922
C  -3.303  -2.579  1.531
C  -3.020  -3.895  2.190
O  -2.432  -1.653  1.558
H  -4.791  -1.181  -0.727
H  -4.115  -0.363  0.696
H  -5.827  -0.843  0.678
H  -6.251  -3.153  0.195
H  -5.975  -3.523  1.897
H  -5.075  -4.391  0.634
H  -3.826  -4.185  2.863
H  -2.084  -3.837  2.741
H  -2.922  -4.681  1.443
C  1.154  -2.048  5.783
C  0.832  -1.329  4.485
C  0.066  -2.240  3.534
Sb  -0.286  0.584  4.860
C  1.321  2.127  5.392
C  2.168  1.517  6.481
C  2.109  2.460  4.147
C  -2.296  0.094  5.867
C  -2.072  -0.487  7.242
C  -3.078  -0.836  4.965
H  1.801  -2.897  5.570
H  0.259  -2.430  6.268
H  1.672  -1.405  6.485
H  1.754  -0.985  4.005
H  -0.635  -2.852  4.100
H  0.767  -2.911  3.023
H  -0.483  -1.666  2.766
H  0.754  2.989  5.745
H  2.763  0.692  6.095
H  1.561  1.175  7.316
H  2.857  2.270  6.860
H  2.593  1.581  3.719
H  2.897  3.159  4.424
H  1.501  2.943  3.383
H  -2.752  1.083  5.922
H  -1.729  -1.518  7.194
H  -3.024  -0.484  7.775
H  -1.370  0.092  7.836
H  -2.592  -1.806  4.872
H  -3.244  -0.411  3.972
H  -4.049  -1.008  5.431

Multiplicity   1
Net charge   +3
HOMO-LUMO gap   6.7330 eV
HOMO   -14.41 eV

***

Record 2
An isolated ion of composition C6H9ClFN2 and charge +1 at a distorted geometry, computed with ωB97M-V/def2-TZVPD.

Positions of all 19 atoms, in Å:
N  2.308  -2.138  -0.401
C  1.503  -1.064  -0.186
F  0.517  -1.284  0.662
C  1.666  0.151  -0.751
C  0.993  1.393  -0.457
C  -0.268  1.633  -0.139
C  -1.397  0.705  0.160
N  -1.542  0.330  1.544
C  -2.269  0.149  -0.755
Cl  -3.496  -0.914  -0.183
H  3.303  -2.066  -0.605
H  2.008  -3.068  0.001
H  2.547  0.224  -1.350
H  1.660  2.129  -0.756
H  -0.625  2.681  -0.531
H  -0.745  -0.459  1.786
H  -2.621  -0.093  1.683
H  -1.307  1.200  2.023
H  -2.235  0.492  -1.745

Multiplicity   1
Net charge   +1
HOMO-LUMO gap   8.4579 eV
SMILES   N/C(F)=C/C=C\C([NH3+])=C\Cl
HOMO   -11.79 eV

***

Record 3
An isolated ion of composition C6H13N2O4 and charge +1 at a distorted geometry, computed with ωB97M-V/def2-TZVPD.

Positions of all 25 atoms, in Å:
N  0.887  -0.018  4.353
C  0.483  0.749  3.325
N  0.498  0.424  2.052
C  -0.307  1.001  1.094
O  -1.173  1.851  1.743
C  -0.317  0.668  -0.180
O  0.699  -0.068  -0.608
C  0.527  -0.701  -1.727
C  -0.453  -1.918  -1.380
O  0.311  -2.826  -0.499
C  0.199  0.287  -2.958
O  -1.128  0.653  -3.028
H  0.870  0.354  5.283
H  1.390  -0.930  4.265
H  -0.176  1.640  3.604
H  0.795  -0.507  1.665
H  -1.736  2.506  1.380
H  -0.734  1.332  -1.012
H  1.471  -1.250  -2.019
H  -1.346  -1.627  -0.733
H  -0.844  -2.514  -2.233
H  -0.166  -3.614  -0.255
H  0.650  -0.096  -3.871
H  0.637  1.232  -2.751
H  -1.354  1.297  -3.761

Multiplicity   1
Net charge   +1
HOMO-LUMO gap   8.3018 eV
SMILES   N/C=[NH+]/C(O)=C\OC(CO)CO
HOMO   -11.95 eV

***

Record 4
A 2-piece molecular cluster, C3H8S2 overall at a distorted geometry, computed with ωB97M-V/def2-TZVPD.

Positions of all 13 atoms, in Å:
S  0.257  5.121  -0.792
S  0.851  6.541  0.685
H  1.258  4.550  -1.450
H  1.167  6.142  1.961
C  -0.971  -3.190  -0.658
C  -0.664  -2.081  0.288
C  0.598  -1.797  0.615
H  -0.077  -3.731  -0.943
H  -1.672  -3.893  -0.186
H  -1.462  -2.769  -1.540
H  -1.528  -1.531  0.641
H  0.883  -0.893  1.131
H  1.360  -2.468  0.248

Multiplicity   2
Net charge   -1
HOMO-LUMO gap (alpha / beta)   3.1308 / 6.5974 eV
Expectation value of S²   0.754
HOMO (alpha / beta)   -0.21 / -3.69 eV

***

Record 5
A 2-piece molecular cluster, C15H23NO5P overall at a distorted geometry, computed with ωB97M-V/def2-TZVPD.

Positions of all 45 atoms, in Å:
C  2.540  -3.389  0.186
C  2.356  -2.894  -1.267
P  1.781  -1.195  -1.551
C  3.106  -0.103  -0.917
C  4.005  0.203  -2.131
N  0.375  -0.998  -0.352
O  -0.749  -0.533  -1.074
C  -1.909  -0.514  -0.219
O  -1.800  -0.004  0.848
C  -3.080  -1.152  -0.851
C  -3.090  -2.540  -1.000
C  -4.181  -3.141  -1.602
C  -5.242  -2.369  -2.064
C  -5.234  -0.990  -1.897
C  -4.149  -0.377  -1.287
H  3.595  -3.434  0.446
H  2.175  -4.410  0.271
H  2.039  -2.772  0.932
H  1.719  -3.550  -1.856
H  3.328  -2.890  -1.770
H  3.702  -0.646  -0.180
H  2.722  0.810  -0.463
H  3.402  0.484  -2.993
H  4.711  0.988  -1.880
H  4.546  -0.698  -2.419
H  0.605  -0.294  0.359
H  0.134  -1.876  0.116
H  -2.268  -3.150  -0.645
H  -4.209  -4.214  -1.727
H  -6.074  -2.853  -2.556
H  -6.063  -0.395  -2.253
H  -4.142  0.696  -1.152
C  -0.079  2.117  2.228
C  -0.020  3.523  2.768
C  0.328  4.601  1.761
O  0.967  5.582  2.578
C  1.512  4.945  3.647
O  2.271  5.429  4.413
O  1.060  3.662  3.703
H  -0.901  2.010  1.528
H  0.862  1.876  1.722
H  -0.212  1.404  3.040
H  -0.949  3.769  3.289
H  -0.536  5.032  1.262
H  1.046  4.251  1.013

Multiplicity   1
Net charge   +1
HOMO-LUMO gap   9.4161 eV
HOMO   -12.85 eV

***

Record 6
C32H35ClLuN3O4P2S2 as an isolated structure at a distorted geometry, computed with ωB97M-V/def2-TZVPD.

Positions of all 80 atoms, in Å:
Lu  -11.757  5.153  14.838
O  -9.550  4.462  18.125
Cl  -9.976  4.239  16.751
O  -9.233  3.375  15.866
O  -9.990  5.689  15.992
O  -11.501  3.922  16.693
C  -19.679  5.588  18.258
S  -18.424  6.180  19.415
C  -17.204  4.859  19.309
C  -16.662  4.587  17.906
C  -15.132  4.530  17.784
N  -14.496  5.579  16.916
P  -13.007  6.525  17.312
C  -13.137  8.125  16.437
C  -14.072  9.092  16.736
C  -13.970  10.384  16.192
C  -13.092  10.648  15.155
C  -12.138  9.686  14.783
C  -12.191  8.437  15.366
C  -13.113  6.959  19.046
C  -14.360  7.319  19.630
C  -14.426  7.717  20.970
C  -13.237  7.819  21.704
C  -12.019  7.506  21.130
C  -11.941  6.966  19.840
P  -14.627  5.423  15.179
C  -15.545  6.920  14.787
C  -15.523  7.353  13.452
C  -16.409  8.320  13.009
C  -17.298  8.908  13.957
C  -17.345  8.463  15.254
C  -16.428  7.507  15.691
C  -15.813  4.109  14.660
C  -16.871  4.457  13.829
C  -17.719  3.473  13.315
C  -17.445  2.152  13.535
C  -16.367  1.756  14.355
C  -15.581  2.736  14.953
H  -20.485  6.320  18.189
H  -20.029  4.604  18.574
H  -19.247  5.451  17.243
H  -17.629  3.974  19.782
H  -16.451  5.227  19.993
H  -17.081  5.311  17.214
H  -17.076  3.628  17.598
H  -14.858  3.531  17.406
H  -14.613  4.607  18.745
H  -14.915  8.933  17.381
H  -14.617  11.195  16.569
H  -13.084  11.628  14.695
H  -11.305  9.968  14.106
H  -11.467  7.679  15.061
H  -15.233  7.380  19.021
H  -15.388  8.018  21.390
H  -13.325  8.108  22.753
H  -11.115  7.689  21.669
H  -10.977  6.682  19.462
H  -14.765  7.002  12.773
H  -16.370  8.644  11.951
H  -17.963  9.720  13.624
H  -18.085  8.859  15.962
H  -16.435  7.251  16.738
H  -17.007  5.482  13.582
H  -18.516  3.797  12.655
H  -18.040  1.410  13.064
H  -16.141  0.680  14.504
H  -14.688  2.472  15.514
C  -11.936  0.496  11.624
N  -12.299  1.783  10.958
C  -12.635  1.893  9.610
C  -12.774  3.250  9.410
N  -12.490  3.931  10.599
C  -12.205  3.050  11.567
S  -11.795  3.240  13.191
H  -11.084  0.063  11.076
H  -12.781  -0.167  11.566
H  -11.679  0.660  12.685
H  -12.710  1.014  8.983
H  -13.048  3.786  8.534
H  -12.536  4.922  10.772

Multiplicity   1
Net charge   +2
HOMO-LUMO gap   6.1375 eV
HOMO   -12.34 eV

***

Record 7
A 2-piece molecular cluster, C6H10O overall, computed with ωB97M-V/def2-TZVPD.

Positions of all 17 atoms, in Å:
C  0.766  -0.451  -0.740
C  0.118  0.845  -1.180
O  -0.081  1.697  -0.216
C  0.315  1.491  1.179
C  -0.402  0.354  1.853
C  -0.680  -0.837  1.322
C  -0.312  -1.313  -0.056
H  1.620  -0.318  -0.058
H  1.127  -0.968  -1.634
H  -0.396  0.079  -4.243
H  -0.316  0.374  -3.558
H  1.405  1.384  1.217
H  0.059  2.438  1.657
H  -0.729  0.560  2.870
H  -1.235  -1.547  1.934
H  -1.209  -1.340  -0.693
H  0.036  -2.351  0.007

Multiplicity   1
HOMO-LUMO gap   8.9960 eV
HOMO   -8.10 eV

***

Record 8
C7H3CuF6N3O8S2 as an isolated structure at a distorted geometry, computed with ωB97M-V/def2-TZVPD.

Positions of all 30 atoms, in Å:
Cu  -0.054  0.088  0.038
F  -2.550  2.438  -1.204
C  -1.632  3.395  -1.324
F  -2.189  4.604  -1.238
F  -1.012  3.384  -2.546
S  -0.291  3.291  0.011
O  0.512  2.091  -0.234
O  0.407  4.521  -0.043
N  -1.288  3.177  1.233
S  -1.636  2.013  2.204
O  -1.534  0.663  1.620
O  -1.143  2.186  3.529
C  -3.500  2.324  2.199
F  -4.024  1.318  2.932
F  -3.752  3.550  2.787
F  -4.083  2.273  1.039
O  1.785  -4.742  -2.489
C  2.659  -4.560  -1.542
O  3.627  -5.247  -1.349
C  2.427  -3.338  -0.665
C  3.303  -2.911  0.307
N  2.936  -1.646  0.662
N  1.733  -1.300  0.167
C  1.459  -2.280  -0.682
C  0.104  -2.245  -1.485
O  -0.152  -3.246  -2.180
O  -0.616  -1.271  -1.372
H  0.986  -4.125  -2.394
H  4.270  -3.351  0.612
H  3.249  -1.054  1.409

Multiplicity   1
Net charge   -1
HOMO-LUMO gap   8.4424 eV
HOMO   -5.88 eV

***

Record 9
A 7-piece molecular cluster, C57H60BrFO14PS overall at a distorted geometry, computed with ωB97M-V/def2-TZVPD.

Positions of all 135 atoms, in Å:
C  0.134  7.065  -2.787
C  -1.086  6.904  -1.889
S  -1.700  5.179  -1.856
C  -3.467  5.473  -2.137
P  -4.566  4.556  -1.048
F  -3.802  3.653  -0.065
Br  -5.552  6.031  0.187
C  -5.882  3.732  -1.928
C  -5.572  2.363  -2.551
O  -4.628  1.639  -1.796
C  -5.090  0.303  -1.575
C  -4.055  -0.650  -1.019
O  -3.189  -1.195  -1.983
C  -2.023  -0.550  -2.331
C  -1.279  -1.191  -3.342
C  -0.039  -0.671  -3.772
C  0.499  0.502  -3.222
C  1.884  1.067  -3.630
C  1.764  2.582  -3.679
C  2.203  0.522  -5.022
C  2.891  0.468  -2.591
C  3.984  1.351  -1.976
C  4.884  0.358  -1.185
C  4.895  2.049  -3.001
C  3.467  2.340  -0.908
C  -0.268  1.148  -2.223
C  -1.515  0.632  -1.789
H  0.793  7.817  -2.365
H  0.705  6.144  -2.814
H  -0.120  7.359  -3.798
H  -1.868  7.579  -2.221
H  -0.838  7.163  -0.865
H  -3.655  6.521  -1.930
H  -3.788  5.299  -3.164
H  -6.123  4.423  -2.739
H  -6.762  3.707  -1.292
H  -6.519  1.826  -2.542
H  -5.280  2.432  -3.597
H  -5.912  0.312  -0.857
H  -5.426  -0.138  -2.515
H  -3.549  -0.256  -0.138
H  -4.646  -1.494  -0.666
H  -1.655  -2.108  -3.769
H  0.488  -1.226  -4.528
H  1.611  3.049  -2.715
H  0.897  2.825  -4.294
H  2.614  3.004  -4.205
H  1.400  0.748  -5.721
H  2.343  -0.552  -5.010
H  3.128  0.964  -5.393
H  2.340  -0.007  -1.782
H  3.411  -0.344  -3.096
H  4.373  0.095  -0.261
H  5.865  0.769  -0.977
H  4.960  -0.569  -1.751
H  4.544  3.058  -3.201
H  5.020  1.475  -3.914
H  5.879  2.178  -2.559
H  4.178  2.387  -0.090
H  2.551  1.919  -0.492
H  3.247  3.321  -1.317
H  0.068  2.046  -1.729
H  -2.057  1.161  -1.019
C  1.809  -2.914  1.068
C  1.518  -4.152  0.690
C  2.564  -5.054  0.147
O  2.299  -6.188  -0.192
C  3.946  -4.519  0.047
C  4.235  -3.275  0.423
C  3.186  -2.387  0.964
O  3.451  -1.258  1.330
H  1.065  -2.240  1.475
H  0.518  -4.561  0.765
H  4.691  -5.196  -0.339
H  5.231  -2.862  0.367
C  8.197  -4.235  2.605
C  8.597  -4.223  3.873
C  7.721  -4.725  4.963
O  8.081  -4.715  6.119
C  6.383  -5.243  4.579
C  5.984  -5.255  3.311
C  6.862  -4.752  2.225
O  6.483  -4.759  1.070
H  8.818  -3.871  1.796
H  9.568  -3.850  4.173
H  5.760  -5.605  5.388
H  5.011  -5.625  3.011
C  3.550  -1.586  6.707
C  4.759  -2.038  6.385
C  5.406  -1.653  5.105
O  6.503  -2.072  4.804
C  4.658  -0.742  4.204
C  3.449  -0.291  4.524
C  2.800  -0.677  5.800
O  1.693  -0.273  6.093
H  3.056  -1.855  7.632
H  5.323  -2.703  7.028
H  5.148  -0.481  3.275
H  2.886  0.365  3.874
C  -4.554  -1.943  -8.668
C  -3.539  -1.232  -8.184
C  -3.347  -1.063  -6.722
O  -2.427  -0.414  -6.272
C  -4.327  -1.720  -5.819
C  -5.341  -2.432  -6.303
C  -5.536  -2.601  -7.767
O  -6.458  -3.249  -8.206
H  -4.714  -2.079  -9.730
H  -2.813  -0.746  -8.822
H  -4.163  -1.586  -4.756
H  -6.067  -2.921  -5.664
C  -0.151  -6.424  5.664
C  0.753  -6.104  4.742
C  1.118  -4.690  4.484
O  1.941  -4.394  3.641
C  0.441  -3.644  5.291
C  -0.463  -3.963  6.213
C  -0.831  -5.380  6.474
O  -1.652  -5.671  7.314
H  -0.434  -7.449  5.869
H  1.260  -6.848  4.141
H  0.723  -2.618  5.087
H  -0.969  -3.217  6.813
C  -8.475  5.042  5.836
C  -9.182  4.421  4.895
C  -8.661  4.273  3.515
O  -9.295  3.711  2.647
C  -7.322  4.843  3.224
C  -6.612  5.465  4.161
C  -7.135  5.613  5.546
O  -6.488  6.177  6.398
H  -8.836  5.162  6.849
H  -10.160  3.998  5.086
H  -6.970  4.719  2.208
H  -5.633  5.888  3.970

Multiplicity   1
Net charge   +1
HOMO-LUMO gap   6.3952 eV
HOMO   -10.10 eV

***

no.,energy (a.u.)
1,-4231.40434
2,-903.25516
3,-646.54896
4,-915.41723
5,-1357.37726
6,-4879.66965
7,-309.69646
8,-4070.94515
9,-6674.34074